Computed, not measured: 2 unconnected molecules or ions with the total composition H4SSi2, with ωB97M-V/def2-TZVPD.

Summary:
HOMO level   -0.3260 Eh
E_tot   -979.4293 hartree
ΔE to the lowest compared entry with this formula, charge and spin   3.2253 eV
Max |F|   3.2 eV/A

Structure (ORCA input):
```
! RIJCOSX wB97M-V def2-TZVPD def2/J DEFGRID3
* xyz 0 1
Si -1.5206 1.7914 0.0195
Si 1.1207 -0.9663 -0.4013
S 1.4909 -1.6901 1.3760
H -0.7590 1.8140 1.3507
H -2.2686 0.3187 0.0270
H 0.2252 -1.4773 -1.2669
H 1.7114 0.2095 -1.1050
*
```

Partial atomic charges computed with the natural (NBO) method, in multiples of e:
1 Si 0.54
2 Si 0.97
3 S -0.56
4 H -0.27
5 H -0.27
6 H -0.22
7 H -0.19

---

Computed, not measured: a molecular structure, C12H23NO6S, with ωB97M-V/def2-TZVPD.

Summary:
HOMO level   -0.3390 Eh
E_tot   -1375.3414 hartree
ΔE to the lowest compared entry with this formula, charge and spin   2.1655 eV
Max |F|   2.1 eV/A

Structure (ORCA input):
```
! RIJCOSX wB97M-V def2-TZVPD def2/J DEFGRID3
* xyz 0 1
C -0.7996 5.5502 -2.9523
C -1.4171 4.3030 -2.2950
O -0.6695 3.1694 -2.7092
C -0.3038 2.2841 -1.6780
C -0.7096 0.8693 -2.0842
O -0.5037 0.6363 -3.4837
S 0.6796 -0.4587 -3.5320
O 0.6659 -1.2448 -4.6809
O 1.8611 0.2711 -3.3138
O 0.2369 -1.2896 -2.2516
C -0.1991 -0.3224 -1.2463
C 1.0126 -0.1088 -0.3362
C 1.7288 -1.4099 0.0422
C 0.7748 -2.5113 0.5779
C 1.1182 -2.9718 2.0182
N 0.2797 -2.2301 2.9749
C 1.0317 -1.4633 3.9836
C -0.7349 -3.0403 3.5615
C -2.1117 -2.4085 3.5605
O -0.5722 -4.1283 3.9897
H 0.2316 5.3715 -3.2334
H -0.8505 6.4144 -2.2949
H -1.3336 5.8306 -3.8558
H -2.4428 4.2422 -2.6533
H -1.3912 4.4696 -1.2203
H -0.7655 2.5061 -0.7148
H 0.7776 2.3573 -1.5503
H -1.7889 0.8368 -1.9363
H -1.0077 -0.6854 -0.6318
H 1.7419 0.5299 -0.8272
H 0.7626 0.3884 0.6025
H 2.2381 -1.8277 -0.8153
H 2.4365 -1.2008 0.8357
H -0.2368 -2.1231 0.6515
H 0.6999 -3.3603 -0.0949
H 0.9293 -4.0432 2.0440
H 2.1790 -2.8509 2.2113
H 2.1045 -1.4963 3.8330
H 0.8062 -1.7548 5.0096
H 0.7453 -0.4127 3.8987
H -2.8020 -2.9491 4.1890
H -1.9785 -1.3786 3.8896
H -2.4230 -2.3594 2.5181
*
```

Partial atomic charges computed with the natural (NBO) method, in multiples of e:
1 C -0.63
2 C -0.06
3 O -0.53
4 C -0.08
5 C 0.03
6 O -0.65
7 S 2.57
8 O -0.89
9 O -0.94
10 O -0.69
11 C 0.08
12 C -0.44
13 C -0.39
14 C -0.41
15 C -0.21
16 N -0.55
17 C -0.41
18 C 0.74
19 C -0.71
20 O -0.54
21 H 0.23
22 H 0.21
23 H 0.21
24 H 0.18
25 H 0.17
26 H 0.18
27 H 0.19
28 H 0.19
29 H 0.21
30 H 0.23
31 H 0.21
32 H 0.22
33 H 0.20
34 H 0.19
35 H 0.21
36 H 0.21
37 H 0.19
38 H 0.21
39 H 0.20
40 H 0.19
41 H 0.23
42 H 0.22
43 H 0.23

---

Computed, not measured: 24 unconnected molecules or ions with the total composition C9H64NO24, with ωB97M-V/def2-TZVPD.

Summary:
HOMO level   -0.1410 Eh
E_tot   -2241.7881 hartree
ΔE to the lowest compared entry with this formula, charge and spin   3.4147 eV
Max |F|   3.5 eV/A

Structure (ORCA input):
```
! RIJCOSX wB97M-V def2-TZVPD def2/J DEFGRID3
* xyz -1 1
C -1.8258 -1.5639 -0.1397
C -1.1034 -0.2845 0.3377
C -0.0672 -0.8004 1.2845
C 1.1411 0.0616 1.5662
C 1.6520 0.6318 0.3360
C 0.6629 1.2900 -0.7402
N -0.4773 0.3972 -0.8649
O -1.3385 0.8849 -1.9467
C 1.4787 1.3517 -2.0330
C 0.3026 2.7069 -0.2862
C -2.0386 0.6388 1.1774
H -2.6169 -1.4542 -0.8815
H -2.3043 -1.9545 0.7584
H -1.1427 -2.3101 -0.5454
H 0.3313 -1.7997 1.1096
H -0.5597 -1.0654 2.2200
H 1.8294 -0.5147 2.1845
H 0.7345 0.9275 2.0886
H 2.1027 -0.2218 -0.1702
H 2.4821 1.2784 0.6203
H 2.5273 1.6466 -1.9938
H 1.0268 1.9497 -2.8244
H 1.5556 0.4351 -2.6178
H -0.1070 3.0883 -1.2216
H 1.2512 3.1968 -0.0668
H -0.2340 2.9318 0.6356
H -2.8412 1.0714 0.5802
H -1.5183 1.4882 1.6200
H -2.6106 0.1869 1.9878
O -5.1153 -0.1830 1.2012
H -4.4044 0.2060 1.7106
H -5.7202 0.5413 1.0412
O 5.1156 -0.8121 -1.3756
H 4.6414 -1.5181 -1.8147
H 4.4447 -0.1584 -1.1789
O -0.3785 0.1668 -4.8883
H -0.3470 0.8615 -5.5460
H -0.7584 0.5849 -4.1155
O 0.3262 -2.3033 -4.7164
H 0.3937 -1.3499 -4.6649
H 0.8448 -2.5394 -5.4856
O -1.2931 3.2098 -3.9499
H -1.3137 3.9932 -3.4003
H -1.0368 2.5055 -3.3545
O -1.8917 -5.4619 0.1828
H -2.6010 -6.1027 0.1321
H -1.8676 -5.0615 -0.6863
O -0.2385 -2.5894 4.9813
H 0.2354 -2.7394 4.1632
H -0.0706 -1.6706 5.1909
O -4.2879 -3.3614 0.6958
H -4.4189 -4.0160 0.0098
H -4.7594 -2.5890 0.3836
O -0.6707 -4.5468 2.3723
H 0.1064 -4.3263 1.8587
H -1.3754 -4.6074 1.7274
O 1.0437 -2.4607 -1.6394
H 0.9008 -1.7679 -0.9944
H 0.3615 -2.3214 -2.2962
O -2.8570 0.0111 5.5566
H -3.6607 -0.0026 6.0764
H -3.0849 -0.4515 4.7502
O 3.4167 -1.9201 -3.5973
H 2.7529 -2.1637 -2.9521
H 2.9564 -1.3472 -4.2106
O 0.4070 0.1834 4.9723
H -0.3565 0.3812 4.4299
H 0.8580 1.0224 5.0670
O -1.8287 -2.1273 -3.1402
H -1.6335 -1.3248 -2.6564
H -1.1435 -2.1785 -3.8066
O 2.7778 3.7553 -4.5700
H 2.5165 3.0807 -5.1969
H 2.0481 3.8044 -3.9524
O -3.3994 -2.5172 3.5287
H -2.9665 -3.3350 3.7738
H -3.5448 -2.5959 2.5859
O 3.0349 2.1172 3.0830
H 3.1711 1.1947 3.2990
H 2.5273 2.4632 3.8171
O 2.0390 -3.7455 1.0766
H 2.2072 -2.9644 1.6036
H 2.4236 -3.5465 0.2230
O -0.4539 5.6856 -2.4606
H -1.3666 5.9354 -2.3160
H 0.0121 6.0265 -1.6972
O 3.7139 -0.6018 3.6946
H 3.9189 -1.4974 3.9631
H 4.1958 -0.4803 2.8766
O 0.6401 5.2285 3.3141
H -0.0834 5.8533 3.3643
H 0.2415 4.4265 2.9761
O 4.7367 2.6518 -3.2227
H 4.6508 1.8171 -3.6832
H 3.9554 3.1452 -3.4724
O -2.6570 3.5897 -0.3827
H -2.0022 3.9083 0.2387
H -2.3207 2.7415 -0.6718
*
```

Partial atomic charges computed with the Löwdin method, in multiples of e:
1 C -0.03
2 C -0.44
3 C -0.17
4 C -0.22
5 C -0.15
6 C -0.47
7 N -0.14
8 O -0.28
9 C -0.04
10 C -0.04
11 C -0.02
12 H 0.08
13 H 0.06
14 H 0.07
15 H 0.09
16 H 0.11
17 H 0.10
18 H 0.10
19 H 0.10
20 H 0.11
21 H 0.07
22 H 0.05
23 H 0.07
24 H 0.06
25 H 0.09
26 H 0.06
27 H 0.06
28 H 0.07
29 H 0.06
30 O -0.04
31 H 0.00
32 H 0.04
33 O -0.06
34 H -0.01
35 H 0.01
36 O -0.03
37 H 0.06
38 H 0.01
39 O -0.06
40 H -0.01
41 H 0.06
42 O -0.06
43 H -0.01
44 H -0.03
45 O -0.03
46 H 0.05
47 H 0.06
48 O -0.05
49 H 0.00
50 H -0.02
51 O -0.04
52 H 0.04
53 H 0.03
54 O -0.06
55 H -0.01
56 H -0.02
57 O -0.04
58 H 0.00
59 H 0.01
60 O -0.05
61 H 0.03
62 H 0.00
63 O -0.05
64 H 0.00
65 H 0.02
66 O -0.03
67 H 0.03
68 H 0.04
69 O -0.06
70 H -0.02
71 H -0.04
72 O -0.03
73 H 0.06
74 H 0.05
75 O -0.05
76 H 0.03
77 H -0.02
78 O -0.04
79 H -0.02
80 H 0.03
81 O -0.03
82 H 0.02
83 H 0.03
84 O -0.04
85 H 0.04
86 H 0.04
87 O -0.04
88 H 0.06
89 H 0.05
90 O -0.05
91 H 0.03
92 H 0.02
93 O -0.07
94 H 0.02
95 H -0.04
96 O -0.06
97 H 0.00
98 H -0.01

---

Computed, not measured: a molecular structure, C4HLiO5Zn, with ωB97M-V/def2-TZVPD.

Summary:
HOMO level (alpha / beta)   -0.4458 / -0.4071 Eh
E_tot   -2315.6298 hartree
Max |F|   4.3 eV/A

Structure (ORCA input):
```
! RIJCOSX wB97M-V def2-TZVPD def2/J DEFGRID3
* xyz 1 2
O 2.4793 -0.8808 0.2219
O 0.5101 -0.0867 -0.5884
O 2.0931 1.2713 0.1092
C -1.4373 -1.3612 -0.2654
C -0.1093 -1.3223 -0.5808
C 1.7660 0.0810 -0.1429
H -1.9534 -2.3240 -0.3492
Zn 3.6725 0.4903 0.7149
O -1.8512 1.8898 0.3655
C -2.3892 1.2381 1.2136
O -2.0596 -0.4160 0.4173
Li -0.7211 1.4205 -1.1157
*
```

Partial atomic charges computed with the natural (NBO) method, in multiples of e:
1 O -0.75
2 O -0.59
3 O -0.81
4 C 0.11
5 C 0.08
6 C 0.96
7 H 0.20
8 Zn 1.60
9 O -0.75
10 C 0.65
11 O -0.65
12 Li 0.95

---

Computed, not measured: C19H25N3O2 in the gas phase, with ωB97M-V/def2-TZVPD.

Summary:
SMILES   O=C1CC(c2ccccc2)CC(=O)C1=CNCCN1CCNCC1
HOMO level   -0.3170 Eh
E_tot   -1053.7642 hartree
ΔE to the lowest compared entry with this formula, charge and spin   1.3853 eV
Max |F|   0.6 eV/A

Structure (ORCA input):
```
! RIJCOSX wB97M-V def2-TZVPD def2/J DEFGRID3
* xyz 0 1
O -0.6652 2.4518 2.1862
C -0.2421 2.5254 1.0461
C -0.4421 1.4590 0.0695
C 0.0475 1.5288 -1.2877
O -0.1344 0.6256 -2.1054
H -1.0608 -0.6326 -1.2090
C 0.8017 2.7729 -1.6932
H 1.4944 2.5143 -2.4971
C 1.5326 3.4133 -0.5139
C 2.3074 4.6343 -0.9426
C 1.6679 5.7317 -1.5075
C 2.3875 6.8462 -1.8974
C 3.7612 6.8828 -1.7284
C 4.4087 5.7971 -1.1663
C 3.6854 4.6831 -0.7776
H 4.1989 3.8389 -0.3389
H 5.4801 5.8164 -1.0296
H 4.3228 7.7534 -2.0332
H 1.8742 7.6901 -2.3350
H 0.5964 5.7221 -1.6466
C 0.5097 3.7507 0.5700
H 0.9871 4.2217 1.4316
H -0.2308 4.4556 0.1811
H 2.2387 2.6804 -0.1057
H 0.0712 3.4747 -2.1068
C -1.1255 0.3342 0.5076
N -1.4211 -0.6991 -0.2488
C -2.0250 -1.9164 0.2104
H -2.7909 -2.2206 -0.5072
H -2.4988 -1.7491 1.1804
C -0.9713 -3.0276 0.3642
N -1.5538 -4.2099 0.9656
C -0.5828 -5.0208 1.6819
C -1.3116 -6.1509 2.4186
N -2.0874 -6.9883 1.5254
H -1.4594 -7.4827 0.8955
C -2.9958 -6.1658 0.7519
C -2.2780 -5.0317 0.0103
H -3.0140 -4.4153 -0.5076
H -1.5923 -5.4611 -0.7463
H -3.5297 -6.7989 0.0405
H -3.7172 -5.7312 1.4487
H -0.5919 -6.7736 2.9536
H -2.0052 -5.7126 3.1406
H -0.0628 -4.3886 2.4045
H 0.1686 -5.4547 0.9944
H -0.1867 -2.6544 1.0278
H -0.5125 -3.2378 -0.6177
H -1.4527 0.3192 1.5427
*
```

Partial atomic charges computed with the natural (NBO) method, in multiples of e:
1 O -0.59
2 C 0.59
3 C -0.45
4 C 0.57
5 O -0.63
6 H 0.45
7 C -0.48
8 H 0.24
9 C -0.26
10 C 0.08
11 C -0.24
12 C -0.20
13 C -0.22
14 C -0.20
15 C -0.23
16 H 0.21
17 H 0.21
18 H 0.21
19 H 0.21
20 H 0.21
21 C -0.50
22 H 0.24
23 H 0.22
24 H 0.21
25 H 0.22
26 C 0.22
27 N -0.53
28 C -0.22
29 H 0.20
30 H 0.21
31 C -0.21
32 N -0.45
33 C -0.24
34 C -0.23
35 N -0.61
36 H 0.35
37 C -0.23
38 C -0.24
39 H 0.20
40 H 0.16
41 H 0.20
42 H 0.19
43 H 0.20
44 H 0.19
45 H 0.20
46 H 0.16
47 H 0.20
48 H 0.17
49 H 0.22

---

Computed, not measured: C4H4Cl4O in the gas phase, with ωB97M-V/def2-TZVPD.

Summary:
SMILES   O=CCC(Cl)(Cl)C(Cl)Cl
HOMO level   -0.3883 Eh
E_tot   -2070.7573 hartree
ΔE to the lowest compared entry with this formula, charge and spin   1.4265 eV
Max |F|   11.5 eV/A

Structure (ORCA input):
```
! RIJCOSX wB97M-V def2-TZVPD def2/J DEFGRID3
* xyz 0 1
C -0.4200 0.2948 -0.5155
C 0.0419 -0.3437 0.7197
C 0.1109 -0.3159 -1.8202
C 1.5653 -0.6689 -1.7265
O 1.1165 -0.9086 0.7500
Cl -0.3694 0.8713 -3.1061
Cl -0.7546 -1.8011 -2.3463
Cl 2.4854 0.9547 -1.3439
Cl 2.3063 -1.0610 -3.3513
H -1.5356 0.3107 -0.3731
H 0.0450 1.4087 -0.5386
H -0.5369 -0.1932 1.6561
H 1.6888 -1.1327 -0.9290
*
```

Partial atomic charges computed with the natural (NBO) method, in multiples of e:
1 C -0.59
2 C 0.44
3 C -0.04
4 C -0.11
5 O -0.53
6 Cl 0.00
7 Cl 0.01
8 Cl -0.10
9 Cl 0.00
10 H 0.26
11 H 0.31
12 H 0.14
13 H 0.21

---

The highest E_tot belongs to which entry? H4SSi2

---

Number 5 is which compound? C19H25N3O2

---

Which of these has the lowest max |F|? C19H25N3O2

---

What did the first record say?
Computed, not measured: 2 unconnected molecules or ions with the total composition H4SSi2, with ωB97M-V/def2-TZVPD.

Summary:
HOMO level   -0.3260 Eh
E_tot   -979.4293 hartree
ΔE to the lowest compared entry with this formula, charge and spin   3.2253 eV
Max |F|   3.2 eV/A

Structure (ORCA input):
```
! RIJCOSX wB97M-V def2-TZVPD def2/J DEFGRID3
* xyz 0 1
Si -1.5206 1.7914 0.0195
Si 1.1207 -0.9663 -0.4013
S 1.4909 -1.6901 1.3760
H -0.7590 1.8140 1.3507
H -2.2686 0.3187 0.0270
H 0.2252 -1.4773 -1.2669
H 1.7114 0.2095 -1.1050
*
```

Partial atomic charges computed with the natural (NBO) method, in multiples of e:
1 Si 0.54
2 Si 0.97
3 S -0.56
4 H -0.27
5 H -0.27
6 H -0.22
7 H -0.19